# 1
71
Properties=species:S:1:pos:R:3:forces:R:3:mulliken_charge:R:1 method="wB97M-V/def2-TZVPD" gap_ev=9.6 smiles="COC[C@H](C)N.COC[C@H](C)N.NC(N)=O.NC(N)=O.O.O.O.O.O.O.O" charge=0 e_tot_ha=-1563.52186
C -10.582446 -19.525310 -12.404387 0.0 -0.7 -2.4 0.696
O -10.120355 -20.317251 -13.205641 1.1 -0.4 -0.4 -0.681
N -11.124610 -19.899077 -11.288831 -1.5 -1.9 3.9 -0.379
N -10.701090 -18.236078 -12.656253 0.5 2.5 -0.9 -0.358
H -11.070335 -20.887135 -11.086580 -0.2 0.3 0.0 0.234
H -11.719714 -19.315214 -10.718704 0.3 -0.2 -0.1 0.150
H -11.303327 -17.630522 -12.117079 0.4 0.1 -0.4 0.134
H -10.234119 -17.960533 -13.508379 -0.6 0.4 0.2 0.203
C -8.737181 -15.422135 -8.921472 0.9 3.1 -1.3 0.693
O -8.192834 -14.385254 -9.300927 0.0 0.6 0.3 -0.756
N -9.931513 -15.474161 -8.391899 -3.8 0.7 2.1 -0.287
N -8.202880 -16.571237 -9.128395 2.5 -4.6 -0.7 -0.258
H -10.321046 -14.635177 -7.986359 0.2 0.0 -0.2 0.182
H -10.381455 -16.316327 -8.062649 0.4 0.0 -0.2 0.158
H -8.599594 -17.433348 -8.782711 0.1 0.2 -0.2 0.085
H -7.315189 -16.624649 -9.607188 -0.2 0.1 0.1 0.184
C -12.512461 -13.802451 -2.623043 0.7 -1.0 -1.5 -1.356
C -11.978023 -13.769678 -4.116009 -0.7 2.0 0.3 0.226
C -12.109337 -12.395055 -4.818532 0.9 0.5 -1.1 -0.761
O -12.023776 -12.521322 -6.265482 -1.1 0.7 -0.1 -0.241
C -12.023309 -11.207913 -6.882548 1.3 -0.7 -0.1 -0.883
N -10.624390 -14.305555 -4.129120 -0.4 -0.7 -0.4 -0.561
H -12.229218 -14.800396 -2.288420 -0.2 -0.3 0.1 0.431
H -13.598595 -13.778538 -2.534434 0.1 0.7 0.2 0.366
H -11.890091 -13.190002 -1.970609 -0.6 0.7 -0.1 0.362
H -12.565763 -14.423397 -4.760457 -0.2 -0.2 0.2 0.199
H -11.292457 -11.698078 -4.631398 0.4 -0.2 0.9 0.346
H -12.994431 -11.803828 -4.583677 -0.5 -0.5 0.3 0.393
H -11.056185 -10.749663 -6.675713 0.1 0.3 0.5 0.367
H -12.804817 -10.495305 -6.618840 -0.4 -0.4 0.4 0.336
H -11.978042 -11.274867 -7.969546 -0.5 -0.6 0.0 0.278
H -10.878346 -15.160253 -3.654673 1.2 -0.8 0.0 0.257
H -9.983392 -13.843376 -3.500153 -0.1 0.5 0.2 0.251
C -14.906000 -14.905111 -10.377240 1.1 1.1 0.3 -1.564
C -15.139147 -15.102823 -11.883813 -1.1 -0.4 1.2 0.640
C -14.545869 -14.044113 -12.772058 -0.3 0.3 -1.0 -0.658
O -15.190778 -12.772224 -12.689960 -1.5 -1.9 1.5 -0.327
C -14.566219 -11.716023 -13.304573 2.0 -0.3 0.8 -0.733
N -14.586939 -16.445033 -12.128087 0.6 -0.4 1.3 -0.546
H -13.841182 -14.990209 -10.160437 0.3 0.0 -0.1 0.358
H -15.362279 -15.599773 -9.672017 -0.5 -0.3 -0.5 0.366
H -15.170333 -13.901439 -10.044260 -0.3 0.1 -0.2 0.342
H -16.225982 -15.072150 -11.960869 -0.3 0.0 -0.6 0.163
H -14.748886 -14.404610 -13.780487 0.4 -0.1 -0.4 0.288
H -13.467331 -14.002432 -12.620029 0.2 0.3 0.1 0.384
H -13.592932 -11.658576 -12.817242 0.6 0.6 0.0 0.307
H -15.084304 -10.799285 -13.022989 -0.2 -0.1 -0.8 0.267
H -14.301948 -11.954566 -14.334790 -0.7 0.6 -0.5 0.297
H -14.715514 -17.114236 -12.873560 -0.6 1.0 -0.8 0.206
H -14.941858 -16.915393 -11.307778 0.4 -0.6 0.0 0.232
O -9.761519 -19.464894 -7.373901 -0.1 0.2 -0.3 -0.605
H -9.908860 -20.369484 -7.097796 -0.1 -0.2 0.0 0.286
H -9.130719 -19.120697 -6.741566 0.2 0.2 0.3 0.317
O -7.654336 -16.880244 -4.792473 -0.1 -0.3 0.1 -0.654
H -6.779188 -16.601360 -5.061867 0.3 0.1 -0.1 0.322
H -8.236959 -16.198056 -5.126216 -0.3 0.3 -0.1 0.318
O -7.249162 -22.118283 -9.924436 0.0 -0.2 -0.1 -0.613
H -6.555884 -22.080545 -9.265514 0.2 0.0 0.1 0.315
H -7.907206 -21.495134 -9.616384 -0.2 0.2 0.0 0.295
O -4.120558 -15.838454 -10.962257 0.0 0.1 0.3 -0.594
H -3.211148 -15.732284 -11.241428 0.3 0.0 -0.1 0.294
H -4.523097 -16.366701 -11.651570 -0.2 -0.2 -0.2 0.301
O -6.460136 -18.050313 -13.211872 0.3 0.0 0.2 -0.627
H -7.372449 -18.311776 -13.336627 -0.3 -0.2 0.0 0.296
H -6.391253 -17.202571 -13.650969 0.0 0.2 -0.2 0.323
O -8.110388 -12.036525 -12.894548 0.0 0.0 -0.3 -0.643
H -8.335155 -11.169819 -12.556125 0.0 0.2 0.1 0.310
H -8.262430 -12.628613 -12.157963 0.0 -0.2 0.3 0.333
O -4.312411 -13.040289 -8.895903 0.3 0.3 0.2 -0.648
H -4.066156 -13.889107 -9.263459 0.0 -0.3 -0.2 0.312
H -5.269057 -13.058838 -8.869027 -0.3 -0.1 -0.1 0.331

# 2
66
Properties=species:S:1:pos:R:3:forces:R:3:mulliken_charge:R:1 method="wB97M-V/def2-TZVPD" gap_ev=8.9 smiles=CCO.CCO.CCO.CCO.CCO.O.O.O.O.O.O.O de_lowest_kj_mol=101.6 charge=0 e_tot_ha=-1310.18778
C 0.336339 2.387566 -4.338453 0.6 0.5 1.2 -1.233
C 1.495642 1.463539 -3.927547 -0.4 0.2 -0.5 0.776
O 2.456329 1.293954 -4.958619 0.0 -0.1 0.2 -0.549
H 0.185105 2.456770 -5.410720 -0.1 -0.3 0.0 0.372
H 0.582089 3.380794 -3.951005 0.0 0.2 -0.4 0.346
H -0.565446 2.135609 -3.778992 -0.2 -0.2 -0.4 0.318
H 1.112370 0.479159 -3.685841 -0.1 -0.1 -0.1 -0.494
H 1.955211 1.830834 -3.006330 0.1 0.1 0.0 0.134
H 2.774424 2.160029 -5.232172 0.0 0.0 0.0 0.310
C -0.260120 0.273362 0.662847 0.9 0.8 1.3 0.337
C 0.132265 0.167682 -0.781010 -1.5 -0.1 -0.7 -0.605
O 0.756454 -1.086480 -1.067011 0.5 0.5 -0.2 0.000
H 0.425239 -0.285421 1.309349 0.0 -0.3 -0.3 0.053
H -1.273253 -0.005732 0.932153 -0.1 0.0 -0.4 -0.559
H -0.076668 1.275026 1.061547 -0.4 0.2 -0.2 0.147
H 0.643667 1.055087 -1.165163 0.7 -0.3 0.3 0.063
H -0.780111 0.193249 -1.390359 0.0 -0.2 0.1 0.425
H 1.714899 -0.965582 -1.001115 -0.3 -0.3 0.4 0.127
C -4.819594 2.594965 2.285385 -0.3 0.6 -0.2 -1.044
C -4.851756 1.694871 1.068433 0.0 -1.3 0.2 -0.141
O -4.188777 0.458763 1.379436 0.7 0.2 0.3 -0.410
H -5.661271 3.292912 2.297722 -0.2 -0.2 -0.1 0.351
H -3.948862 3.250572 2.251883 0.3 -0.3 0.3 0.259
H -4.849444 2.016527 3.205759 0.2 0.0 0.0 0.278
H -4.359202 2.188216 0.224941 -0.3 0.0 -0.1 0.252
H -5.848150 1.314115 0.811714 -0.2 1.0 -0.2 0.286
H -3.857838 0.022160 0.582551 -0.1 0.2 0.1 0.282
C 2.589734 3.619986 2.012639 -0.1 -0.2 -0.5 -0.931
C 1.561649 3.445669 3.128600 0.9 -1.3 0.3 -0.235
O 1.178093 2.069791 3.151150 -0.2 0.0 0.1 -0.456
H 2.823681 4.669972 1.826251 0.1 -0.1 -0.2 0.350
H 2.247425 3.107069 1.105446 -0.7 0.7 -0.1 0.145
H 3.512226 3.040216 2.122999 0.1 0.4 1.0 0.287
H 0.646792 4.026407 3.014483 0.2 0.1 -0.3 0.285
H 1.989189 3.652532 4.118184 0.0 0.5 -0.2 0.302
H 1.934169 1.503795 3.417770 -0.4 0.3 -0.3 0.274
C 0.411323 -4.505931 -0.721475 -0.4 -0.7 0.5 -0.931
C 1.820002 -4.277435 -0.192274 -1.2 -0.8 -0.7 0.165
O 2.524222 -5.525298 -0.223446 0.3 0.9 0.2 -0.543
H -0.111843 -5.354989 -0.266559 0.5 0.0 0.6 0.433
H 0.357716 -4.824522 -1.762717 0.2 0.9 -0.3 0.327
H -0.183500 -3.640485 -0.429124 -0.1 0.1 -0.7 0.001
H 1.700685 -3.871096 0.817040 0.5 0.0 0.1 0.171
H 2.290376 -3.546832 -0.855518 0.2 0.1 0.2 0.083
H 3.445043 -5.268476 -0.097105 0.0 -0.5 0.0 0.309
O -1.814440 -1.768031 2.785213 0.0 0.1 -0.2 -0.699
H -2.453192 -1.386933 2.163228 0.0 -0.1 0.2 0.345
H -1.051856 -2.000446 2.244547 -0.1 0.0 0.0 0.323
O -1.374197 1.062619 3.967417 0.2 0.1 -0.2 -0.654
H -1.377791 0.260427 3.424201 -0.1 0.0 0.3 0.369
H -0.572604 1.543891 3.691797 -0.2 -0.3 0.1 0.427
O -2.216492 -2.607306 -2.753684 0.0 0.2 -0.3 -0.590
H -1.509794 -2.064456 -3.131218 0.1 -0.2 0.0 0.324
H -2.597178 -3.064338 -3.511662 0.1 -0.1 0.1 0.269
O -2.981597 -1.140820 -0.522499 -0.1 0.1 0.1 -0.684
H -3.537498 -1.350064 -1.281173 0.2 -0.2 0.0 0.278
H -2.169809 -1.633017 -0.683660 -0.1 -0.1 -0.1 0.209
O 3.102566 0.161778 3.059231 0.2 -0.2 0.0 -0.689
H 2.702266 -0.705431 3.194020 0.0 0.1 0.0 0.305
H 3.230351 0.222861 2.102698 -0.1 -0.2 0.1 0.352
O 1.248537 -2.106736 -3.534565 -0.1 -0.3 0.1 -0.700
H 1.383339 -1.171938 -3.720591 0.1 -0.2 -0.1 0.381
H 1.045815 -2.120860 -2.581679 -0.1 0.1 -0.4 0.321
O 3.288396 -1.121880 0.309763 0.3 0.3 -0.2 -0.580
H 3.931635 -1.791744 0.574225 -0.1 0.0 -0.1 0.265
H 3.756999 -0.580477 -0.341340 0.1 -0.1 0.2 0.309

# 3
96
Properties=species:S:1:pos:R:3:forces:R:3:mulliken_charge:R:1 method="wB97M-V/def2-TZVPD" gap_ev="6.3 / 1.6" charge=0 multiplicity=2 e_tot_ha=-5317.03463
As -0.149487 -0.654810 0.098713 0.8 -0.1 -3.2 1.998
F -1.660209 -1.553916 -0.403489 1.6 1.5 1.3 -0.424
F -1.128634 0.789428 0.646224 0.8 -2.3 -1.3 -0.037
F 1.417109 0.133713 0.350182 -2.8 0.1 -0.1 -0.375
F 0.810311 -1.999125 -0.701621 -1.2 1.6 1.3 -0.239
F -0.184237 0.200316 -1.585913 -0.2 -2.0 2.2 -0.074
F -0.059723 -1.387136 1.711658 -0.6 0.7 -1.8 -0.457
C 0.465759 -4.776926 1.502887 1.1 -0.8 -2.0 0.533
O 0.696670 -5.268983 0.446911 0.7 -1.4 -3.9 -0.619
N -0.688740 -4.298198 1.814559 -4.3 2.3 3.2 -0.339
N 1.420163 -4.703466 2.387401 1.8 0.2 2.8 -0.250
H -1.366509 -3.818046 1.239947 0.5 -0.7 -0.5 0.135
H -0.679511 -3.961677 2.766798 -0.7 0.3 -0.1 0.156
H 1.218872 -4.401483 3.329950 0.7 -0.4 -0.3 0.222
H 2.316190 -5.012111 2.038182 0.0 0.2 0.7 0.210
C -0.279036 -0.702339 -5.184518 0.1 -1.1 -1.4 0.726
O -1.320851 -0.206942 -4.906739 -3.9 2.2 2.0 -0.689
N 0.011369 -0.997086 -6.422595 0.6 -0.5 -4.2 -0.455
N 0.623739 -1.125057 -4.361723 2.4 -0.6 3.3 -0.170
H -0.742661 -0.951076 -7.092984 0.4 0.1 0.0 0.260
H 0.834807 -1.533864 -6.654819 -0.4 0.1 -0.2 0.132
H 1.453802 -1.548051 -4.751817 -0.2 -0.1 0.8 0.201
H 0.279956 -1.277016 -3.424274 0.6 -0.1 0.1 -0.134
C 3.026948 1.989345 -3.705387 1.4 -0.6 -0.6 0.587
O 3.843704 2.804055 -4.021258 2.0 2.1 0.2 -0.688
N 1.878517 1.890573 -4.311129 -3.2 -0.6 -1.2 -0.145
N 3.243430 0.972549 -2.864606 0.9 -1.5 2.2 -0.212
H 1.620149 2.613925 -4.966949 -0.2 -0.2 0.4 0.215
H 1.210539 1.382804 -3.748926 -0.5 0.5 -0.8 -0.186
H 4.028799 1.015390 -2.230996 -0.1 -0.1 -0.3 0.175
H 2.686718 0.129857 -2.857403 0.1 0.4 0.0 0.117
C 2.329132 3.577244 0.370925 -1.3 1.4 -0.3 0.529
O 1.722475 2.966314 1.179225 -1.6 -3.2 3.6 -0.582
N 1.759698 4.000175 -0.708583 -2.2 0.6 -3.0 -0.279
N 3.497876 4.112743 0.456993 6.1 2.3 2.2 -0.482
H 2.376770 4.436759 -1.378444 -1.0 -0.5 -0.7 0.215
H 0.872566 3.533096 -0.830828 0.4 0.4 -1.3 0.034
H 3.631309 5.002884 -0.001202 0.0 -0.3 -0.4 0.172
H 3.903666 4.242587 1.372726 -0.1 -0.8 0.2 0.314
C -4.137658 0.782175 -1.836626 0.7 -0.4 1.1 0.751
O -5.107968 0.194119 -2.302948 -0.5 -0.3 -1.0 -0.383
N -4.152844 1.410857 -0.678764 -2.0 -0.1 2.1 -0.206
N -2.894348 0.791856 -2.269630 0.9 -0.3 -2.3 0.371
H -4.742788 0.929585 -0.015114 -0.1 1.0 0.4 0.292
H -3.387644 2.014401 -0.413601 -0.2 0.2 0.3 -0.054
H -2.627833 0.446734 -3.180647 0.7 -0.4 -0.8 0.181
H -2.331634 1.484190 -1.796209 0.7 0.3 -0.4 -0.260
C 2.925471 -1.151910 4.125782 2.0 4.5 1.7 0.635
O 3.841122 -0.544235 4.674275 0.6 -1.4 0.4 -0.729
N 2.036425 -0.446777 3.484316 -3.0 2.0 -2.1 -0.024
N 2.579917 -2.390517 4.154447 -0.5 -6.2 1.1 -0.242
H 2.127949 0.559061 3.479739 0.0 -0.3 -0.3 0.132
H 1.344143 -0.941623 2.940282 0.3 0.8 0.0 -0.236
H 1.638576 -2.672083 3.920589 0.4 0.6 -0.1 0.053
H 2.983776 -3.036440 4.817604 0.5 0.4 -0.2 0.238
C -2.571059 4.257346 0.013724 0.2 1.1 -0.9 0.604
O -2.130007 3.734124 -0.985553 0.4 -0.5 -2.7 -0.829
N -2.952725 5.510848 0.173117 -0.2 2.5 -0.8 -0.429
N -2.733331 3.537188 1.059273 -0.7 -2.3 4.1 -0.335
H -3.229731 5.856475 1.080820 0.1 0.0 -0.3 0.172
H -2.652502 6.188259 -0.513241 -0.2 -0.1 0.1 0.281
H -2.182367 2.690713 1.062983 0.1 0.1 0.8 0.160
H -2.853987 4.070145 1.908691 0.1 -0.9 0.4 0.286
C -1.520095 1.083751 3.963588 -0.2 -0.3 -1.1 0.446
O -1.956796 1.685548 4.902749 -0.5 0.9 1.9 -0.718
N -0.823936 1.676616 2.988558 0.8 1.2 -0.2 0.013
N -1.804360 -0.213001 3.736711 -0.7 -1.5 0.3 -0.184
H -0.469749 2.571894 3.293735 0.4 -0.1 -0.7 0.153
H -0.574452 1.201110 2.133128 0.5 0.8 0.9 -0.018
H -1.303729 -0.758980 3.050149 -0.1 0.1 0.5 0.082
H -2.188933 -0.640146 4.567216 0.0 -0.4 -0.4 0.250
C 4.487867 -0.518396 1.376622 4.1 -0.1 0.8 0.409
O 5.606967 -0.845515 1.727414 0.8 -0.9 0.4 -0.788
N 4.070568 0.687190 1.331546 -1.1 5.8 0.4 -0.112
N 3.571764 -1.238827 0.866994 -3.1 -6.3 -2.2 0.094
H 4.627892 1.432215 1.724545 -0.6 0.0 -0.1 0.175
H 3.117305 0.712907 0.998798 0.6 1.9 0.6 0.004
H 3.819902 -2.185981 0.619168 -0.2 0.0 0.1 0.157
H 2.683581 -0.889974 0.536020 1.1 -0.5 0.2 0.243
C -5.160815 -2.801034 1.010464 -1.3 -4.1 -2.5 0.566
O -5.600328 -3.939048 1.004308 0.2 -0.4 0.0 -0.680
N -5.184067 -2.012584 2.008166 -0.7 2.3 5.7 -0.278
N -4.621058 -2.180491 -0.003541 1.6 1.8 -3.5 -0.081
H -5.194600 -1.012242 1.869270 -0.2 -0.4 0.7 0.166
H -5.591307 -2.485001 2.802573 -0.1 0.9 0.4 0.225
H -4.464134 -2.587586 -0.914444 0.0 0.1 0.3 0.166
H -4.221218 -1.303191 0.297432 0.6 -0.4 -1.2 -0.175
O -0.842586 -3.457359 -2.287052 -0.3 -0.2 -0.8 -0.637
H -1.478161 -3.149699 -1.640820 0.0 0.0 0.1 0.300
H -0.026649 -3.016671 -2.049847 0.1 -0.2 0.3 0.206
O 3.182847 -3.775755 -0.188703 0.4 -0.1 -0.1 -0.707
H 3.185247 -4.714272 -0.376862 -0.1 -0.3 -0.1 0.334
H 2.285323 -3.496913 -0.370164 -0.4 -0.1 0.0 0.084
O -0.158508 2.588967 -2.375076 0.0 0.3 -0.6 -0.702
H -0.433666 1.672241 -2.363467 0.4 -0.1 0.0 -0.052
H -0.730512 3.019288 -1.739564 -0.5 0.4 0.1 0.537